Entry 1:
{"formula": "C3H8O", "method": "wB97M-V/def2-TZVPD", "homo_ev": -9.91, "orbital_gap_ev": 11.09, "relative_energy_kcal_mol": 41.4, "total_energy_ev": -5286.35333, "elements": ["C", "C", "O", "C", "H", "H", "H", "H", "H", "H", "H", "H"], "xyz": [[1.03417, -0.59197, 1.34923], [-0.17595, -0.43841, 0.40925], [0.29652, -0.07262, -0.83721], [-0.79772, 0.26094, -1.61263], [1.70671, 0.26422, 1.23544], [0.69910, -0.64428, 2.38421], [1.65283, -1.49204, 1.16979], [-1.10063, 0.42207, 0.54799], [-0.77402, -1.36400, 0.35481], [-1.48860, 0.86176, -0.77981], [-0.37265, 0.70649, -2.53606], [-1.40217, -0.62495, -1.87809]], "forces_ev_per_angstrom": [[-0.4090, 0.2858, 0.1361], [-1.1245, 0.8409, 0.6325], [0.3717, -0.3498, -0.1806], [-1.0110, 0.6740, 0.6616], [-0.2361, -0.0242, 0.0676], [0.0229, 0.0565, 0.0728], [-0.6386, 0.3029, -0.2652], [2.5723, -1.8969, 1.2561], [0.2106, -0.0057, 0.0337], [1.0293, -0.3830, -3.0525], [-0.9024, 0.3198, 0.6413], [0.1150, 0.1797, -0.0034]]}



Entry 2:
{"formula": "C2H3N4S2", "method": "wB97M-V/def2-TZVPD", "homo_ev": -4.01, "orbital_gap_ev": 7.34, "relative_energy_kcal_mol": 61.0, "total_charge": -1, "total_energy_ev": -29751.50168, "elements": ["C", "C", "N", "N", "N", "N", "S", "S", "H", "H", "H"], "xyz": [[0.56439, -0.08948, -0.14330], [-1.62143, -0.06175, -0.65327], [2.59621, 0.40555, 0.51434], [1.26854, 0.78099, 0.59676], [1.42596, -0.99955, -0.58074], [2.64853, -0.64586, -0.21980], [-2.31645, 1.45961, -0.19063], [-2.15637, -1.59773, 0.18251], [-1.28278, -0.03064, -1.74799], [1.02033, 1.72639, 1.00130], [-2.14694, -0.94752, 1.24083]], "forces_ev_per_angstrom": [[-2.1880, -0.2416, -0.1627], [2.0498, 1.3973, -0.7367], [0.3987, 1.0086, 0.4003], [0.8458, 0.6134, -0.2173], [-1.3016, -0.3455, -1.0889], [0.1700, 0.8269, 1.3182], [0.3002, -0.9066, 0.0180], [0.4196, -0.7656, -3.5249], [-0.7731, -1.0341, 1.7782], [0.3085, -1.9992, -0.7984], [-0.2297, 1.4464, 3.0140]]}



Entry 3:
{"formula": "C5H14", "method": "wB97M-V/def2-TZVPD", "homo_ev": -10.68, "orbital_gap_ev": 11.69, "relative_energy_kcal_mol": 43.0, "total_energy_ev": -5410.18399, "elements": ["C", "C", "H", "H", "H", "H", "H", "H", "C", "C", "C", "H", "H", "H", "H", "H", "H", "H", "H"], "xyz": [[-0.62989, 0.54589, 3.21486], [-1.58401, -0.40131, 2.45527], [-1.31030, 1.39570, 3.40871], [-0.15271, 0.25105, 4.12555], [0.22723, 0.88310, 2.55572], [-2.18488, -0.00138, 1.71701], [-1.14689, -1.38877, 1.99750], [-2.35590, -0.69052, 3.20601], [1.06209, 0.02087, -2.68858], [0.44455, 1.13865, -1.89176], [1.17626, -1.16944, -1.74338], [0.24945, -0.38640, -3.42669], [1.86067, 0.01444, -3.34815], [0.10315, 2.03762, -2.66073], [0.49281, -1.10069, -0.90181], [0.97381, 1.36629, -1.03729], [-0.57834, 0.93997, -1.54652], [1.07981, -2.17643, -2.23169], [2.27310, -1.27865, -1.20403]], "forces_ev_per_angstrom": [[-0.1141, 1.2713, -2.5395], [1.2029, -3.4673, 2.2560], [0.8558, 0.0737, 0.2216], [-0.2339, -0.7966, 0.5629], [-1.0431, -0.1085, 0.5787], [-0.6534, 1.5454, -1.7808], [-0.5223, 1.8329, 1.0739], [0.5157, -0.3510, -0.3910], [-4.5005, -3.2475, 0.1237], [-2.5396, 2.4571, -4.3849], [3.4759, -1.8573, 1.2897], [0.9528, 1.0611, 1.0363], [2.0516, 1.3122, -0.6981], [1.6652, -1.5245, 2.1943], [-0.2667, -0.1061, -0.1092], [1.4685, 1.2518, 1.5447], [0.3049, -0.9055, -0.0392], [-0.1520, 0.9763, 0.3257], [-2.4676, 0.5825, -1.2646]]}



Entry 4:
{"formula": "C18H26N2O4S", "method": "wB97M-V/def2-TZVPD", "homo_ev": -9.54, "orbital_gap_ev": 9.97, "relative_energy_kcal_mol": 35.8, "total_energy_ev": -41093.88344, "elements": ["C", "C", "C", "C", "C", "C", "C", "C", "O", "N", "H", "C", "H", "H", "C", "C", "H", "C", "H", "H", "C", "H", "H", "O", "H", "H", "H", "S", "O", "O", "N", "C", "C", "C", "C", "C", "H", "H", "H", "H", "H", "H", "H", "H", "H", "H", "H", "H", "H", "H", "H"], "xyz": [[-1.22403, -3.20881, -1.40317], [-0.07481, -2.62052, -0.65015], [1.23243, -2.95000, -0.99454], [2.31289, -2.40978, -0.31876], [2.08271, -1.52680, 0.71749], [0.79794, -1.18073, 1.08199], [-0.28946, -1.72259, 0.40476], [-1.67621, -1.38025, 0.85992], [-2.55545, -2.20553, 1.00815], [-1.85521, -0.06359, 1.11512], [-1.10905, 0.58488, 0.92271], [-3.10839, 0.47616, 1.58312], [-2.92404, 1.19757, 2.38365], [-3.69293, -0.35709, 1.97943], [-3.89957, 1.17306, 0.45778], [-4.40391, 0.16876, -0.60143], [-3.93315, 0.33229, -1.56903], [-5.91462, 0.41546, -0.64555], [-6.48648, -0.49391, -0.81075], [-6.16297, 1.13974, -1.42181], [-6.17147, 1.02510, 0.73174], [-7.04655, 1.67393, 0.77300], [-6.26902, 0.23784, 1.49235], [-5.03645, 1.82658, 0.99226], [-4.18986, -0.84875, -0.27710], [-3.26702, 1.95400, 0.01508], [0.66799, -0.52215, 1.92733], [3.46079, -0.73090, 1.54290], [3.00401, -0.21604, 2.79924], [4.59862, -1.59857, 1.50882], [3.80867, 0.57859, 0.57607], [4.41332, 0.29089, -0.70205], [5.09510, 1.54940, -1.23397], [4.07881, 2.68439, -1.33322], [3.43095, 2.91041, 0.03068], [2.80246, 1.61028, 0.52760], [2.41713, 1.72135, 1.54169], [1.97556, 1.31713, -0.14372], [4.19056, 3.22688, 0.74582], [2.66572, 3.68568, -0.03005], [4.56822, 3.59872, -1.67205], [3.30951, 2.42220, -2.06421], [5.89235, 1.83400, -0.54687], [5.53471, 1.34003, -2.21003], [5.13506, -0.50894, -0.53545], [3.65366, -0.05289, -1.42488], [3.32774, -2.67901, -0.56474], [1.40375, -3.64664, -1.80195], [-1.90692, -3.69725, -0.71190], [-1.78539, -2.42573, -1.91204], [-0.87767, -3.92886, -2.13933]], "forces_ev_per_angstrom": [[-0.1088, -0.1648, 0.0377], [0.0200, 0.0724, 0.0962], [-0.0253, 0.0936, 0.0761], [0.0853, -0.0596, -0.0180], [0.5956, 0.2984, 0.3262], [-0.2093, 0.0017, 0.0188], [0.3349, -0.1639, 0.0252], [0.2306, 0.1993, -0.0173], [-0.1511, -0.2783, -0.0050], [-0.0133, 0.3817, -0.0261], [0.0182, -0.1583, -0.0442], [-0.4658, 0.2866, 0.0143], [-0.0133, -0.0815, -0.0245], [0.0378, 0.1231, 0.0306], [0.4734, -0.1986, 0.0269], [0.0106, 0.0867, 0.0192], [0.0166, -0.0517, -0.0190], [0.0169, 0.1936, 0.1865], [-0.0465, -0.0376, -0.0524], [-0.0564, -0.0115, -0.0005], [-0.2700, -0.2013, -0.1463], [0.0060, -0.0800, 0.0320], [-0.0437, 0.0465, -0.0356], [0.1062, 0.1521, 0.1201], [0.0452, -0.0303, -0.0380], [-0.0394, -0.1037, 0.0286], [-0.1122, 0.0747, 0.0980], [0.0135, 0.1494, -0.1019], [-0.2689, 0.0638, -0.1575], [-0.0888, -0.0850, -0.3214], [-0.0222, -0.7051, 0.7236], [0.5224, -0.2324, -0.4236], [-0.2993, -0.0752, -0.0618], [0.2031, 0.0822, 0.1818], [-0.1305, -0.2093, -0.1861], [-0.3935, 0.5340, 0.2693], [-0.1133, 0.1297, -0.1179], [0.0334, 0.0262, 0.0403], [-0.0020, 0.0644, 0.0782], [-0.0049, 0.0088, 0.0594], [-0.0505, 0.0080, -0.0736], [-0.0300, 0.0297, -0.0710], [0.0982, -0.0195, 0.0022], [0.0468, -0.0329, 0.0187], [-0.0048, 0.0359, -0.2055], [0.0496, 0.0075, 0.0213], [0.1052, -0.0895, -0.0880], [0.0003, -0.0613, -0.0735], [-0.0488, -0.0290, -0.0772], [-0.0837, 0.0172, -0.0575], [0.0261, -0.0068, -0.0879]]}



Entry 5:
{"formula": "H5NS3Si", "method": "wB97M-V/def2-TZVPD", "homo_ev": -8.45, "orbital_gap_ev": 8.01, "relative_energy_kcal_mol": 32.1, "total_energy_ev": -41956.11012, "elements": ["N", "Si", "S", "S", "S", "H", "H", "H", "H", "H"], "xyz": [[0.70819, 1.11581, -1.27765], [-0.05675, -0.17251, -0.48517], [-0.93151, 1.18623, 1.97411], [1.31594, -1.67851, 0.37897], [-1.69501, -0.95156, -1.55797], [0.20309, 2.00919, -1.33231], [1.68834, 1.25274, -1.13203], [0.24492, 0.75564, 2.41483], [0.67561, -1.72601, 1.55056], [-2.15283, -1.79103, -0.53333]], "forces_ev_per_angstrom": [[-0.8189, 0.0254, -0.2387], [-0.1409, 0.5402, 2.8892], [0.3060, -1.2767, -2.2310], [-0.4914, 0.8025, -0.8149], [-0.3638, -0.5318, 0.8508], [0.3701, -0.6902, -0.0007], [0.3825, 0.0948, 0.1069], [0.3376, -0.0088, 0.2350], [-0.1788, 0.1621, 0.0743], [0.5976, 0.8825, -0.8709]]}



Entry 6:
{"formula": "CH5FNO2PS", "method": "wB97M-V/def2-TZVPD", "homo_ev": -9.75, "orbital_gap_ev": 10.38, "relative_energy_kcal_mol": 24.8, "total_energy_ev": -29543.44168, "elements": ["C", "N", "O", "O", "F", "P", "S", "H", "H", "H", "H", "H"], "xyz": [[2.24832, -0.41962, -0.22280], [-1.14250, 0.72770, -0.34142], [-0.17665, -0.72455, 1.54971], [1.01320, -0.89695, -0.70052], [-3.43935, -0.09745, -0.31986], [-2.62202, 1.24071, 0.10283], [-0.47555, -0.83489, 0.11894], [2.49277, 0.47426, -0.67625], [3.03870, -1.04494, -0.44591], [2.20691, -0.40667, 0.84988], [-0.60640, 1.17277, -1.25571], [-2.53743, 0.80962, 1.34111]], "forces_ev_per_angstrom": [[-1.5851, -0.1429, 1.7927], [4.8229, 0.9562, -3.6292], [-0.4059, 0.0936, -1.0627], [-2.1551, -0.2869, -0.6840], [-0.7907, 0.0398, -0.2836], [-1.3170, 0.5986, -1.9885], [1.7349, -0.0552, 0.7225], [0.2308, 2.3361, -0.5671], [1.2181, -2.0354, -0.8553], [0.0673, 0.6323, 0.6688], [-2.0370, -1.5842, 3.1450], [0.2169, -0.5520, 2.7412]]}